Below is a 12-piece molecular cluster, C30H84O32S10 overall in a non-equilibrium geometry, with properties calculated with wB97M-V/def2-TZVPD.

Results
SMILES = CCOS(C)(=O)=O.CCOS(C)(=O)=O.CCOS(C)(=O)=O.CCOS(C)(=O)=O.CCOS(C)(=O)=O.CCOS(C)(=O)=O.CCOS(C)(=O)=O.CCOS(C)(=O)=O.CCOS(C)(=O)=O.CCOS(C)(=O)=O.O.O
highest occupied orbital energy = -10.7129 eV
M = 1277.6 g/mol
F_max = 0.062 hartree/bohr
charge = 0

Geometry as XYZ:
```
156
C30H84O32S10, DFT wB97M-V/def2-TZVPD
C 11.981 15.148 8.396
C 12.103 15.405 9.858
O 12.356 14.054 10.502
S 13.342 14.066 11.752
C 14.896 13.900 11.063
O 13.311 15.319 12.434
O 13.026 12.911 12.531
H 11.296 14.315 8.251
H 12.882 14.862 7.879
H 11.620 15.978 7.763
H 12.955 16.001 10.086
H 11.112 15.673 10.333
H 14.971 12.905 10.602
H 15.658 13.804 11.893
H 15.094 14.786 10.472
C 7.453 19.191 11.915
C 8.443 18.559 12.907
O 9.768 18.670 12.294
S 10.685 17.447 12.319
C 11.306 17.285 13.973
O 9.860 16.304 11.966
O 11.841 17.807 11.588
H 7.633 20.229 11.802
H 6.419 19.046 12.237
H 7.629 18.805 10.954
H 8.572 19.149 13.870
H 8.214 17.545 13.249
H 10.488 17.034 14.666
H 11.901 18.193 14.281
H 11.921 16.338 13.842
C 12.595 17.893 17.377
C 13.438 17.490 18.597
O 13.704 16.083 18.403
S 14.160 15.184 19.598
C 15.892 15.426 19.511
O 13.696 15.655 20.869
O 13.908 13.819 19.257
H 12.460 18.953 17.318
H 11.612 17.466 17.370
H 13.024 17.707 16.412
H 14.424 18.001 18.533
H 12.909 17.688 19.534
H 16.146 16.500 19.605
H 16.299 15.037 18.554
H 16.323 14.800 20.319
C 19.437 14.005 10.516
C 20.260 13.388 11.647
O 19.321 12.557 12.403
S 19.314 12.794 13.990
C 18.544 14.422 14.045
O 18.477 11.743 14.518
O 20.637 12.896 14.524
H 18.917 13.117 10.010
H 20.013 14.565 9.711
H 18.580 14.633 10.816
H 21.080 12.699 11.305
H 20.712 14.124 12.280
H 19.275 15.108 13.587
H 18.409 14.766 15.042
H 17.621 14.289 13.522
C 9.917 12.239 13.684
C 9.742 13.649 14.198
O 10.087 13.633 15.593
S 9.329 14.429 16.651
C 7.996 13.136 17.174
O 10.245 14.507 17.789
O 8.770 15.619 16.056
H 9.615 12.161 12.663
H 9.336 11.600 14.364
H 10.978 11.842 13.808
H 10.379 14.320 13.618
H 8.719 13.974 14.134
H 8.584 12.203 17.301
H 7.259 13.061 16.416
H 7.625 13.505 18.118
C 10.440 10.779 19.430
C 11.755 11.178 20.139
O 11.758 10.969 21.548
S 13.158 10.912 22.206
C 13.457 12.647 22.369
O 12.991 10.444 23.541
O 14.126 10.279 21.311
H 10.230 9.749 19.736
H 10.719 10.712 18.369
H 9.517 11.406 19.602
H 12.620 10.657 19.663
H 11.863 12.201 20.082
H 14.395 12.811 22.898
H 12.500 12.986 22.856
H 13.547 13.065 21.326
C 13.537 6.970 19.055
C 12.665 7.950 18.324
O 13.388 8.196 17.067
S 12.677 9.374 16.250
C 13.645 9.196 14.767
O 11.339 8.933 16.014
O 12.949 10.654 16.884
H 13.036 6.610 19.990
H 14.602 7.351 19.171
H 13.682 6.041 18.481
H 11.686 7.556 18.144
H 12.741 8.873 18.882
H 13.810 8.077 14.664
H 14.616 9.700 14.815
H 13.019 9.572 13.960
C 16.819 17.546 12.814
C 18.102 17.760 12.047
O 19.233 17.648 13.068
S 20.289 18.803 13.256
C 19.658 19.722 14.627
O 21.505 18.129 13.589
O 20.223 19.621 12.046
H 16.727 16.584 13.265
H 15.984 17.517 12.152
H 16.739 18.319 13.566
H 18.301 17.029 11.253
H 18.181 18.699 11.547
H 20.264 20.650 14.669
H 19.689 18.979 15.438
H 18.584 19.789 14.453
C 16.207 11.611 18.034
C 16.007 12.122 16.623
O 15.736 13.538 16.661
S 14.969 14.200 15.431
C 13.271 13.896 15.777
O 15.238 15.597 15.533
O 15.332 13.503 14.241
H 17.036 12.092 18.536
H 16.338 10.506 17.861
H 15.365 11.760 18.647
H 16.886 12.043 16.036
H 15.242 11.551 16.188
H 12.960 14.761 16.355
H 13.119 13.031 16.366
H 12.897 13.773 14.797
C 20.154 16.477 21.563
C 19.204 16.356 20.326
O 20.104 16.049 19.120
S 19.568 16.416 17.641
C 21.054 16.373 16.695
O 18.569 15.417 17.324
O 19.065 17.769 17.648
H 20.959 15.757 21.326
H 19.540 16.059 22.395
H 20.625 17.417 21.692
H 18.594 15.490 20.469
H 18.660 17.245 20.051
H 21.634 15.437 16.786
H 21.652 17.243 17.000
H 20.791 16.486 15.595
O 17.413 11.304 10.263
H 16.712 10.660 10.128
H 17.728 11.119 11.113
O 15.551 18.610 16.468
H 15.655 17.658 16.430
H 16.484 18.909 16.581
```

Atomic partial charges in e from the Mulliken method, atoms 1 to 4: C -1.627; C 0.535; O -0.304; S 0.829

=====

Below is an isolated ion of composition C5H10N3 and charge +1 in a non-equilibrium geometry, with properties calculated with wB97M-V/def2-TZVPD.

Results
SMILES = CC[n+]1ccn(C)n1
highest occupied orbital energy = -15.0576 eV
M = 112.2 g/mol
F_max = 0.121 hartree/bohr
charge = +1
ΔE to the lowest compared entry with this formula, charge and spin = 70.3 kcal/mol

Geometry as XYZ:
```
18
C5H10N3, DFT wB97M-V/def2-TZVPD
C -2.371 0.640 0.509
C -1.862 -0.120 -0.730
N -0.462 -0.437 -0.362
C 0.088 -1.551 0.087
C 1.449 -1.242 0.216
N 1.590 0.040 -0.052
C 2.682 0.994 0.014
N 0.440 0.548 -0.367
H -2.264 0.181 1.499
H -3.484 0.737 0.395
H -1.753 1.645 0.684
H -2.022 0.411 -1.562
H -2.519 -1.105 -0.959
H -0.586 -2.340 0.177
H 2.371 -1.779 0.473
H 2.353 1.967 0.392
H 3.382 0.522 0.628
H 2.968 0.889 -1.044
```

Atomic partial charges in e from the Mulliken method, atoms 1 to 4: C -0.977; C -0.397; N 0.511; C -0.262

=====

Below is an isolated ion of composition C6H12N3 and charge +1 in a non-equilibrium geometry, with properties calculated with wB97M-V/def2-TZVPD.

Results
highest occupied orbital energy = -12.4462 eV
M = 126.2 g/mol
F_max = 0.071 hartree/bohr
charge = +1
ΔE to the lowest compared entry with this formula, charge and spin = 117.8 kcal/mol

Geometry as XYZ:
```
21
C6H12N3, DFT wB97M-V/def2-TZVPD
C -0.147 1.231 0.125
C -1.558 -0.769 -0.227
C 2.157 1.411 0.008
C -2.643 0.270 0.201
C 2.163 -0.143 0.138
C -0.252 -0.349 0.375
N 0.847 1.812 -0.316
N -2.188 1.608 -0.221
N 0.911 -0.781 -0.383
H -1.963 -1.824 0.006
H -1.622 -0.777 -1.275
H 2.503 1.931 0.901
H 2.800 1.677 -0.823
H -3.548 0.089 -0.436
H -2.695 0.257 1.328
H 2.964 -0.600 -0.467
H 2.336 -0.494 1.143
H -0.040 -0.777 1.352
H -2.549 2.431 0.363
H 0.827 -0.640 -1.371
H 0.884 -1.787 -0.274
```

Atomic partial charges in e from the Mulliken method, atoms 1 to 4: C 0.426; C -0.819; C -0.337; C -0.484

=====

Below is the molecule C19H20FN3O2, with properties calculated with wB97M-V/def2-TZVPD.

Results
SMILES = O=C(NCc1ccc(F)cc1)[C@H]1CCCN1C(=O)Nc1ccccc1
highest occupied orbital energy = -8.7035 eV
M = 341.4 g/mol
F_max = 0.012 hartree/bohr
charge = 0
ΔE to the lowest compared entry with this formula, charge and spin = 0.0 kcal/mol

Geometry as XYZ:
```
45
C19H20FN3O2, DFT wB97M-V/def2-TZVPD
O 2.510 0.544 0.326
C 1.316 0.763 0.310
N 0.472 0.440 1.302
C 0.923 -0.149 2.548
C 1.005 0.894 3.632
C 2.017 1.846 3.586
C 2.097 2.839 4.543
C 1.148 2.867 5.550
F 1.220 3.831 6.493
C 0.129 1.936 5.620
C 0.062 0.951 4.650
C 0.597 1.434 -0.878
C 1.574 1.864 -1.968
C 1.623 0.641 -2.878
C 0.184 0.136 -2.866
N -0.291 0.474 -1.534
C -1.547 0.318 -1.066
O -1.952 0.906 -0.069
N -2.403 -0.496 -1.791
C -2.149 -1.785 -2.272
C -3.031 -2.341 -3.195
C -2.812 -3.612 -3.689
C -1.715 -4.347 -3.269
C -0.847 -3.806 -2.336
C -1.061 -2.536 -1.831
H -0.504 0.703 1.214
H 1.915 -0.569 2.356
H 0.235 -0.949 2.832
H 2.745 1.803 2.789
H 2.878 3.583 4.521
H -0.594 1.990 6.419
H -0.730 0.218 4.690
H 0.002 2.267 -0.484
H 2.547 2.097 -1.542
H 1.191 2.733 -2.503
H 1.970 0.871 -3.883
H 2.282 -0.108 -2.438
H 0.127 -0.937 -3.054
H -0.428 0.651 -3.618
H -3.373 -0.316 -1.566
H -3.887 -1.768 -3.520
H -3.501 -4.032 -4.407
H -1.543 -5.338 -3.660
H 0.000 -4.379 -1.988
H -0.400 -2.132 -1.078
```

Atomic partial charges in e from the Mulliken method, atoms 1 to 4: O -0.686; C 0.243; N 0.103; C -1.392

=====

The lowest M belongs to which entry? C5H10N3